Record 1
Entry from the OMol25 dataset: a structure of composition C20H27B2IN2O6Pb at a distorted geometry (ωB97M-V/def2-TZVPD).

ORCA input file:
```
! RIJCOSX wB97M-V def2-TZVPD def2/J DEFGRID3
* xyz 2 1
C -4.223 0.414 -2.414
N -3.028 1.166 -1.872
C -1.705 0.532 -2.315
C -0.629 0.621 -1.040
C -0.462 1.971 -0.102
N -1.303 3.241 -0.346
C -0.747 3.797 -1.479
C -1.689 4.063 -2.804
C 0.831 4.257 -1.550
C 0.605 2.066 1.183
B 0.694 3.490 2.019
C -0.557 4.129 2.879
O 2.007 4.218 1.917
C 1.527 0.771 1.587
C 1.343 -0.594 0.639
C 0.330 -0.694 -0.651
O 0.312 -1.951 -1.415
C -0.876 -2.769 -1.124
C -1.019 -3.843 -2.397
C 0.369 -4.767 -2.521
O -2.240 -4.670 -2.259
C 2.288 -1.895 1.102
O 2.844 -2.755 0.227
C 2.523 -2.008 2.754
B 2.558 -3.469 3.509
C 3.884 -4.399 3.792
O 1.232 -3.994 3.988
C 2.676 -0.775 3.626
I 3.000 -0.867 5.803
C 2.588 0.710 2.863
O 3.366 1.718 3.266
H -5.094 1.211 -2.590
H -4.030 -0.106 -3.458
H -4.659 -0.352 -1.616
H -3.115 1.135 -0.813
H -1.975 -0.598 -2.583
H -1.260 1.002 -3.291
H -1.927 3.089 -3.425
H -2.749 4.517 -2.499
H -1.081 4.798 -3.519
H 0.979 5.087 -0.713
H 1.094 4.662 -2.638
H 1.600 3.392 -1.340
H -0.160 4.617 3.867
H -1.310 3.230 3.086
H -1.117 4.954 2.222
H 2.318 4.503 2.826
H -1.833 -2.111 -0.982
H -0.650 -3.416 -0.168
H -1.085 -3.256 -3.433
H 0.850 -4.676 -3.609
H 0.153 -5.922 -2.372
H 1.164 -4.476 -1.707
H -1.992 -5.644 -2.098
H 3.689 -5.552 3.620
H 4.187 -4.215 4.927
H 4.750 -3.973 3.095
H 0.728 -3.269 4.471
Pb -3.972 3.655 -2.127
*
```

Properties
- LUMO level (eV) = -9.743
- M (g mol⁻¹) = 747.172
- HOMO (eV) = -13.17
- frontier orbital gap (eV) = 3.427

Mulliken population analysis, charges in e, atoms 1 to 5: C -0.7339; N -0.0259; C -0.6817; C 0.6183; C -0.4830

***

Record 2
Entry from the OMol25 dataset: a cluster of 2 separate species, C4H9FNOS in total at a distorted geometry (ωB97M-V/def2-TZVPD).

ORCA input file:
```
! RIJCOSX wB97M-V def2-TZVPD def2/J DEFGRID3
* xyz 1 3
C -0.859 -0.447 -0.886
C -0.714 0.752 1.234
C -1.183 0.959 -1.190
C -1.106 1.696 0.032
N -0.893 -0.558 0.589
O -2.340 1.296 -0.395
F -0.862 3.004 0.098
S 2.595 -0.031 0.061
H -1.472 -1.284 -1.221
H 0.145 -0.608 -1.208
H 0.417 0.974 1.408
H -1.293 1.105 2.138
H -1.121 1.367 -2.217
H -0.275 -1.386 0.682
H 3.569 -0.547 0.716
H -1.898 -0.959 0.691
H 3.205 -0.484 -1.101
*
```

Properties
- LUMO level (spin up / spin down) (eV) = -3.525 / -7.354
- expectation value of S² = 2.004
- energy above the lowest of the compared OMol25 structures with the same formula, charge and spin (kcal/mol) = 80.3
- M (g mol⁻¹) = 138.187
- HOMO (spin up / spin down) (eV) = -8.36 / -15.48
- frontier orbital gap (spin up / spin down) (eV) = 4.830 / 8.128

Mulliken population analysis, charges in e, atoms 1 to 5: C -0.8924; C -0.4697; C -0.2156; C 0.8080; N -0.1208

***

Record 3
Entry from the OMol25 dataset: a cluster of 18 separate species, C100H76F2N2O69S2 in total at a distorted geometry (ωB97M-V/def2-TZVPD).

ORCA input file:
```
! RIJCOSX wB97M-V def2-TZVPD def2/J DEFGRID3
* xyz 0 1
C 21.187 14.027 20.809
C 21.270 15.391 20.163
C 20.079 15.747 19.329
O 18.996 15.643 20.218
C 17.763 15.791 19.545
N 21.557 16.420 21.269
H 20.735 16.679 21.795
H 22.374 15.983 21.734
H 21.772 17.410 20.880
H 22.104 13.896 21.347
H 21.117 13.214 20.098
H 20.301 13.873 21.516
H 22.201 15.443 19.515
H 19.941 15.069 18.492
H 20.217 16.810 18.979
H 16.959 15.836 20.320
H 17.654 15.013 18.821
H 17.701 16.801 19.073
N 25.817 16.792 20.396
S 25.455 16.202 21.794
O 24.217 15.444 21.613
O 25.452 17.102 22.878
F 26.553 15.059 22.068
S 26.850 17.894 19.934
O 26.927 19.132 20.702
O 26.844 18.051 18.548
F 28.258 17.151 20.178
C 22.997 19.313 24.738
C 24.011 19.778 25.523
C 25.348 20.281 24.971
O 26.197 20.519 25.812
C 25.446 20.515 23.597
C 24.506 20.004 22.771
C 23.193 19.370 23.266
O 22.353 19.008 22.463
O 24.564 19.993 21.428
O 23.835 19.775 26.861
H 22.030 19.058 25.108
H 26.385 20.951 23.233
H 25.441 20.063 21.026
H 24.735 19.937 27.246
C 19.781 9.557 22.601
C 20.286 10.549 23.350
C 21.432 11.410 22.808
O 21.721 12.354 23.548
C 21.955 11.219 21.461
C 21.511 10.151 20.799
C 20.348 9.327 21.321
O 19.979 8.382 20.676
O 22.019 9.828 19.590
O 19.730 10.975 24.519
H 18.995 8.930 22.952
H 22.669 11.843 21.024
H 21.514 9.096 19.221
H 20.214 11.733 24.820
C 23.785 14.156 14.876
C 25.036 14.354 14.375
C 26.013 15.255 15.014
O 27.035 15.637 14.432
C 25.698 15.695 16.352
C 24.583 15.312 17.007
C 23.504 14.626 16.199
O 22.418 14.505 16.721
O 24.299 15.576 18.279
O 25.505 13.884 13.217
H 23.112 13.550 14.352
H 26.473 16.228 16.858
H 25.038 15.964 18.882
H 26.387 14.244 13.105
C 16.600 12.737 22.414
C 16.593 11.405 22.256
C 16.004 10.377 23.227
O 16.111 9.191 22.958
C 15.448 10.824 24.461
C 15.405 12.203 24.618
C 15.907 13.240 23.638
O 15.589 14.412 23.760
O 14.797 12.695 25.714
O 17.175 10.791 21.181
H 17.007 13.388 21.664
H 15.174 10.163 25.246
H 14.718 13.664 25.618
H 17.052 9.843 21.348
C 19.834 20.790 22.138
C 20.599 21.804 22.635
C 21.852 22.301 21.781
O 22.587 23.068 22.347
C 22.018 21.954 20.393
C 21.195 21.116 19.896
C 20.174 20.394 20.805
O 19.576 19.441 20.280
O 21.072 20.717 18.654
O 20.568 22.291 23.815
H 19.062 20.319 22.670
H 22.916 22.293 19.894
H 20.409 19.977 18.632
H 21.308 22.932 23.748
C 17.109 13.587 12.467
C 16.550 14.324 13.507
C 16.153 13.647 14.842
O 15.706 14.356 15.759
C 16.450 12.232 14.927
C 17.161 11.607 13.999
C 17.438 12.181 12.602
O 17.889 11.389 11.769
O 17.358 10.314 14.055
O 16.434 15.618 13.412
H 17.388 14.093 11.568
H 16.070 11.679 15.802
H 17.667 10.026 13.163
H 16.419 16.052 14.302
C 24.226 20.194 16.458
C 23.606 19.476 15.491
C 22.732 18.321 15.878
O 22.314 17.649 14.969
C 22.530 18.030 17.256
C 23.131 18.728 18.179
C 24.039 19.884 17.869
O 24.370 20.525 18.857
O 22.857 18.573 19.461
O 23.674 19.690 14.200
H 24.852 21.030 16.310
H 21.830 17.246 17.514
H 23.368 19.131 20.089
H 23.335 18.848 13.782
C 15.274 20.412 16.026
C 14.862 19.152 16.348
C 15.333 18.526 17.670
O 15.183 17.330 17.792
C 16.069 19.382 18.608
C 16.274 20.631 18.378
C 15.950 21.201 17.003
O 16.404 22.320 16.788
O 16.800 21.527 19.219
O 14.099 18.414 15.551
H 15.068 20.821 15.038
H 16.221 18.846 19.529
H 16.998 22.322 18.728
H 14.041 17.531 15.933
C 24.325 8.213 17.364
C 24.656 9.000 18.406
C 24.248 10.474 18.426
O 24.529 11.043 19.481
C 23.671 11.139 17.212
C 23.668 10.370 16.131
C 23.794 8.839 16.166
O 23.536 8.190 15.176
O 23.409 11.004 14.960
O 25.264 8.568 19.541
H 24.442 7.108 17.264
H 23.383 12.138 17.339
H 23.453 10.305 14.265
H 25.327 9.414 20.014
C 17.718 19.254 14.010
C 18.056 18.719 15.215
C 19.081 19.255 16.202
O 19.193 18.779 17.299
C 19.747 20.436 15.682
C 19.598 20.815 14.407
C 18.456 20.392 13.521
O 18.179 20.880 12.469
O 20.222 21.948 13.980
O 17.301 17.709 15.699
H 16.937 18.710 13.522
H 20.424 20.937 16.380
H 20.006 22.070 12.991
H 17.838 17.192 16.281
C 22.633 14.797 27.924
C 23.340 15.902 28.156
C 24.476 16.318 27.264
O 25.000 17.353 27.538
C 24.799 15.429 26.197
C 24.039 14.400 25.858
C 22.799 14.084 26.701
O 22.102 13.145 26.290
O 24.204 13.711 24.778
O 23.121 16.750 29.120
H 21.740 14.547 28.495
H 25.675 15.639 25.558
H 23.456 13.061 24.664
H 23.779 17.431 29.132
C 20.555 15.621 13.454
C 21.031 14.674 12.596
C 20.821 13.141 12.838
O 21.241 12.348 12.046
C 20.207 12.684 14.065
C 19.954 13.652 14.977
C 20.201 15.164 14.814
O 19.847 15.936 15.732
O 19.402 13.340 16.167
O 21.580 14.930 11.467
H 20.587 16.676 13.190
H 19.987 11.638 14.156
H 19.211 14.158 16.584
H 21.696 14.079 11.034
C 18.251 16.544 24.623
C 17.039 16.537 25.219
C 15.761 17.178 24.636
O 14.725 16.992 25.265
C 15.838 17.891 23.383
C 17.051 17.953 22.790
C 18.329 17.415 23.462
O 19.452 17.556 22.933
O 17.245 18.421 21.554
O 16.865 15.792 26.279
H 19.037 15.850 25.002
H 14.990 18.384 22.978
H 18.192 18.467 21.395
H 15.901 15.904 26.477
C 13.254 15.261 21.709
C 13.913 15.354 20.529
C 14.283 14.156 19.701
O 14.974 14.326 18.740
C 13.822 12.857 20.188
C 13.366 12.747 21.431
C 12.928 13.959 22.235
O 12.316 13.813 23.268
O 13.034 11.530 21.983
O 14.336 16.493 20.065
H 13.116 16.214 22.272
H 13.977 11.972 19.643
H 12.769 11.639 22.933
H 14.714 16.318 19.155
C 11.785 15.326 17.033
C 12.555 14.906 15.990
C 12.840 13.489 15.734
O 13.528 13.315 14.750
C 12.256 12.517 16.562
C 11.458 12.873 17.570
C 11.339 14.383 18.020
O 10.768 14.651 19.047
O 11.072 12.055 18.522
O 13.105 15.789 15.144
H 11.629 16.413 17.132
H 12.549 11.476 16.390
H 10.652 12.606 19.193
H 13.638 15.298 14.440
C 16.414 9.062 18.175
C 17.666 8.607 17.958
C 18.899 9.562 17.815
O 19.958 9.033 17.573
C 18.640 10.929 18.037
C 17.423 11.413 18.210
C 16.207 10.512 18.183
O 15.163 11.109 18.307
O 17.158 12.676 18.551
O 17.950 7.294 17.932
H 15.640 8.287 18.279
H 19.441 11.665 18.114
H 16.250 13.014 18.390
H 18.880 7.183 18.140
*
```

Properties
- LUMO level (eV) = -2.056
- M (g mol⁻¹) = 2511.783
- HOMO (eV) = -9.46
- frontier orbital gap (eV) = 7.409

Mulliken population analysis, charges in e, atoms 1 to 5: C -1.8324; C 0.4010; C 0.6420; O 0.6136; C 0.7139

***

Record 4
Entry from the OMol25 dataset: a cluster of 7 separate species, H13O6S in total at a distorted geometry (ωB97M-V/def2-TZVPD).

ORCA input file:
```
! RIJCOSX wB97M-V def2-TZVPD def2/J DEFGRID3
* xyz -1 1
S -0.610 -1.362 0.303
H -1.378 -2.252 -0.251
H 0.701 -0.762 2.512
H -0.533 0.016 2.441
O 0.087 -0.314 3.108
H -0.851 2.257 -1.192
H -1.886 1.473 -1.919
O -1.427 2.316 -1.947
H 0.792 2.145 0.332
H 1.162 1.509 1.746
O 0.998 2.310 1.240
H 0.524 -0.460 -2.044
H 1.884 -1.120 -1.859
O 1.472 -0.270 -2.078
H -4.002 -0.203 -0.945
H -2.478 -0.648 -0.992
O -3.194 -0.149 -1.453
H 3.012 -2.202 1.389
H 2.515 -0.970 0.520
O 3.211 -1.314 1.091
*
```

Properties
- LUMO level (eV) = 3.365
- energy above the lowest of the compared OMol25 structures with the same formula, charge and spin (kcal/mol) = 23.5
- M (g mol⁻¹) = 141.165
- HOMO (eV) = -4.38
- frontier orbital gap (eV) = 7.746

Mulliken population analysis, charges in e, atoms 1 to 5: S -0.7588; H -0.0455; H 0.2977; H 0.2980; O -0.6507